[1]
Here is 2 unconnected molecules or ions with the total composition C4H12OS from the Open Molecules 2025 dataset. Energies are from ωB97M-V/def2-TZVPD.

Output
HOMO energy (spin up / spin down): -13.55 / -13.55 eV
2S+1: 2
HOMO-LUMO gap (spin up / spin down): 10.201 / 5.317 eV
total charge: +1

```
18
Properties=species:S:1:pos:R:3:forces:R:3
C -3.532 0.921 -0.553 -0.4141 0.5350 0.6129
O -2.361 1.082 0.236 1.3904 -0.2617 1.3393
H -2.435 0.882 1.193 -0.6502 0.2775 -1.1129
H -3.884 1.972 -0.796 0.3213 -1.5036 -0.4442
H -3.205 0.248 -1.371 -0.7708 0.8282 -0.0370
H -4.331 0.437 0.028 0.1661 0.0334 -0.3273
C 0.473 -0.481 -0.333 1.7575 -1.6160 -0.6334
C 1.286 0.646 -1.009 2.4427 -0.4359 -0.3784
C 2.609 -1.339 1.532 3.1560 0.2167 -1.2743
S 0.826 -0.879 1.472 1.2419 0.3845 -0.6412
H -0.618 -0.517 -0.466 0.3951 0.2388 0.3566
H 0.986 -1.481 -0.686 -1.2579 1.5221 0.1108
H 1.309 0.797 -2.111 -0.5936 -1.6784 0.3047
H 2.374 0.444 -0.761 -1.1499 0.3610 -0.3203
H 3.355 -0.755 0.801 -2.2617 -0.8384 1.1670
H 3.232 -1.247 2.500 -2.0583 -0.0199 -0.8785
H 2.772 -2.416 1.184 -0.8205 1.1516 0.4776
H 1.142 1.686 -0.858 -0.8940 0.8051 1.6786
```
Positions in Å, forces in eV/Å.

Here are the Löwdin charges for atoms 1 to 6, given in e:
1. C -0.142
2. O -0.183
3. H 0.092
4. H 0.104
5. H 0.084
6. H 0.082

***

[2]
Here is C4H5P in the gas phase from the Open Molecules 2025 dataset. Energies are from ωB97M-V/def2-TZVPD.

Output
SMILES string: C1=CP=CC1
HOMO energy: -8.72 eV
2S+1: 1
HOMO-LUMO gap: 9.149 eV

```
10
Properties=species:S:1:pos:R:3:forces:R:3
C 0.587 -0.868 0.030 0.2784 -1.5712 -2.1640
C -0.684 -1.303 -0.028 -0.8174 0.2834 1.5594
P -1.981 0.052 0.026 1.8958 0.1928 -0.0816
C -0.686 1.157 -0.009 -1.4659 1.1838 -0.7976
C 0.672 0.644 0.010 0.6245 -1.6098 -0.3734
H 1.312 -1.723 -0.301 -0.4622 2.2173 1.3163
H -0.912 -2.355 0.182 -0.0769 0.3223 -0.7166
H -0.666 2.265 -0.139 -0.8161 -0.8970 0.4153
H 1.036 1.001 0.945 0.7632 0.1886 1.1698
H 1.323 1.131 -0.715 0.0767 -0.3102 -0.3276
```
Positions in Å, forces in eV/Å.

Here are the Löwdin charges for atoms 1 to 6, given in e:
1. C -0.196
2. C -0.375
3. P 0.900
4. C -0.471
5. C -0.323
6. H 0.128

***

[3]
Here is a molecular structure, C17H12N12SbSe4W from the Open Molecules 2025 dataset. Energies are from ωB97M-V/def2-TZVPD.

Output
HOMO energy (spin up / spin down): -4.38 / -4.34 eV
2S+1: 3
HOMO-LUMO gap (spin up / spin down): 5.481 / 5.136 eV
total charge: -1

```
47
Properties=species:S:1:pos:R:3:forces:R:3
W -0.620 0.589 -0.267 3.1902 1.4686 0.4094
C 1.067 -2.747 -3.174 -0.1033 -0.0051 0.0388
C 2.431 -2.576 -3.037 0.0722 0.0580 0.0465
C 2.904 -1.697 -2.073 0.1018 -0.0793 -0.0633
C 1.985 -1.009 -1.300 0.5328 0.1673 0.2086
N 0.682 -1.153 -1.471 -0.4654 0.5052 0.3535
C 0.214 -2.006 -2.367 -0.1369 -0.2178 -0.1890
C 2.369 -0.151 -0.150 0.3903 -0.3216 -0.5660
C 3.675 0.007 0.288 0.0753 -0.1525 -0.2057
C 3.903 0.655 1.479 0.0591 0.0826 0.1359
C 2.823 1.066 2.238 0.0757 0.1252 0.2574
C 1.547 0.902 1.736 -0.1543 0.3391 0.6479
N 1.358 0.376 0.528 -0.0095 -0.2937 0.4455
C 0.318 1.274 2.494 0.7030 -0.0295 0.0309
C 0.359 1.622 3.822 0.0866 0.0126 0.3066
C -0.823 1.936 4.479 0.2159 -0.0235 0.0800
C -2.003 1.883 3.778 -0.2004 -0.0067 -0.1354
C -1.968 1.525 2.438 -0.3119 0.1824 0.2631
N -0.836 1.221 1.827 0.0968 -0.0753 -0.4952
H 0.650 -3.428 -3.902 0.0001 0.0146 0.0222
H 3.126 -3.123 -3.662 -0.0159 0.0129 0.0080
H 3.967 -1.557 -1.933 -0.0169 -0.0176 -0.0008
H -0.867 -2.078 -2.441 -0.0248 -0.0445 -0.0531
H 4.497 -0.392 -0.287 -0.0220 0.0129 -0.0095
H 4.913 0.816 1.832 -0.0207 -0.0212 0.0173
H 2.976 1.524 3.203 0.0011 0.0277 -0.0475
H 1.301 1.644 4.350 -0.0468 0.0272 0.0142
H -0.808 2.213 5.525 0.0095 -0.0089 -0.0207
H -2.957 2.102 4.235 0.0193 -0.0093 -0.0220
H -2.869 1.465 1.850 -0.1172 0.0201 0.0187
N 1.162 3.247 -2.430 0.0430 -0.1095 0.0032
C 0.382 2.226 -2.923 0.4179 0.5091 0.3048
N -0.169 2.169 -4.106 -0.2524 -0.2863 -0.1878
N -0.908 1.019 -4.068 0.1316 0.3696 -0.0198
N -0.772 0.452 -2.938 0.3595 -0.2421 -1.0285
N 0.114 1.157 -2.180 -1.1892 -0.2314 -0.8297
C 1.023 3.549 -1.083 0.1281 0.0432 -0.3264
N 1.457 4.679 -0.570 -0.0392 0.1450 0.2982
N 1.105 4.606 0.732 0.0266 -0.1492 -0.2118
N 0.505 3.494 0.968 0.0987 0.1254 0.0511
N 0.441 2.768 -0.176 -0.3872 -0.1779 0.3403
H 1.273 4.049 -3.029 -0.0390 0.0081 -0.0050
Se -3.492 -1.954 -2.221 0.1333 0.0950 0.0434
Sb -2.933 -0.615 -0.299 -2.3337 -1.6361 -0.2082
Se -0.804 -1.619 0.982 -0.7788 -0.2335 0.0932
Se -2.482 2.094 -0.799 -0.4395 -0.2051 0.0617
Se -4.716 -0.551 1.326 0.1363 0.2258 0.1250
```
Positions in Å, forces in eV/Å.

Here are the Löwdin charges for atoms 1 to 6, given in e:
1. W 0.829
2. C -0.020
3. C -0.052
4. C -0.004
5. C -0.224
6. N -0.072

***

[4]
Here is C4H8N2S in the gas phase from the Open Molecules 2025 dataset. Energies are from ωB97M-V/def2-TZVPD.

Output
SMILES string: C=NC(=S)N(C)C
HOMO energy: -7.60 eV
2S+1: 1
HOMO-LUMO gap: 7.124 eV

```
15
Properties=species:S:1:pos:R:3:forces:R:3
C -1.752 2.505 0.405 1.2568 -3.3464 -3.4444
N -1.264 1.417 -0.105 -1.1278 2.0791 -0.1791
C -1.218 0.113 0.120 -3.6437 -1.9961 -0.2661
S -3.083 -0.981 0.127 3.4219 2.1954 0.1159
N -0.088 -0.533 0.065 1.5502 2.0365 0.3384
C 1.144 0.271 0.023 0.8858 -2.7782 2.0782
C 0.070 -1.925 0.007 -0.0980 -0.7842 -0.8922
H -1.992 2.431 1.380 -0.9673 0.5495 3.4165
H -2.058 3.313 -0.246 0.4962 0.2082 0.0619
H 1.130 0.853 -0.846 0.5061 1.0269 -1.1311
H 1.154 0.787 0.957 0.0840 1.2770 0.2985
H 2.042 -0.430 0.192 -1.3351 1.0037 -1.0711
H 0.600 -2.197 -0.914 -0.7871 -0.0558 -0.3923
H 0.739 -2.336 0.724 0.2683 0.0216 1.3728
H -0.944 -2.231 0.135 -0.5103 -1.4372 -0.3058
```
Positions in Å, forces in eV/Å.

Here are the Löwdin charges for atoms 1 to 6, given in e:
1. C 0.077
2. N 0.026
3. C -0.529
4. S 0.155
5. N -0.227
6. C -0.017